DFT (ωB97M-V/def2-TZVPD) results for the ion C4H8N2 with charge +2.

XYZ file:
```
14
Properties=species:S:1:pos:R:3:mulliken_charge:R:1
C 2.1440 -0.1715 -0.0018 -0.1318
C 0.7095 0.1856 0.0114 0.8997
C 0.3888 1.5625 -0.0020 -1.0832
C -0.1762 -0.9856 0.0572 -0.6967
N 3.2712 -0.4348 -0.0258 -0.0502
N -1.6439 -0.7635 -0.0559 -0.3209
H -0.6640 1.8361 0.0100 0.3981
H 0.9168 2.0853 -0.8288 0.4316
H 0.9421 2.0943 0.8035 0.4206
H 0.0480 -1.5139 1.0054 0.4621
H 0.1478 -1.7036 -0.7189 0.4939
H -2.1469 -1.6642 0.0680 0.4004
H -1.9182 -0.4038 -0.9880 0.3892
H -2.0189 -0.1230 0.6657 0.3872
```

Values from the calculation:
- relative energy (zero: lowest compared OMol25 entry of this formula, charge and spin) (kJ/mol) = 145.4
- charge = +2
- Kohn-Sham gap (Eh) = 0.3503
- DFT total energy (eV) = -7236.0270

=====

DFT (ωB97M-V/def2-TZVPD) results for a cluster of 12 separate species, C40H74O31 in total.

XYZ file:
```
145
Properties=species:S:1:pos:R:3:mulliken_charge:R:1
C 8.3388 -23.3781 30.5798 -0.1163
O 9.2393 -22.2679 30.5136 -0.1313
C 8.6581 -21.0546 30.5578 0.6758
O 7.4990 -20.8268 30.6896 -0.5820
O 9.6738 -20.1889 30.4551 -0.1733
C 9.3457 -18.8298 30.1639 -0.7215
H 7.3806 -23.1420 30.1215 -0.1295
H 8.1564 -23.6266 31.6250 0.6100
H 8.7416 -24.2318 30.0412 -0.2345
H 8.9012 -18.3957 31.0618 0.3267
H 8.6863 -18.7440 29.3037 0.2404
H 10.2667 -18.2737 30.0047 0.2493
C 7.3913 -26.8831 28.8293 0.2271
O 6.0266 -27.0174 29.2534 -0.2493
C 5.6816 -26.4523 30.3928 0.7160
O 6.2869 -25.5832 30.9749 -0.5425
O 4.5731 -27.0232 30.8283 -0.3919
C 3.9560 -26.4770 31.9697 -0.6763
H 7.4833 -25.8823 28.4056 -0.3140
H 7.6034 -27.5843 28.0300 0.0101
H 8.1067 -27.0416 29.6332 0.2082
H 4.5476 -26.6452 32.8732 0.2938
H 3.0204 -26.9921 32.1775 0.2461
H 3.7676 -25.4118 31.8456 0.2724
C 15.9486 -24.3851 26.6468 -0.2768
O 17.3529 -24.5745 26.7765 -0.3309
C 18.1856 -23.6026 26.4526 0.7608
O 17.9039 -22.5093 26.0456 -0.5697
O 19.4155 -24.0546 26.7166 -0.3500
C 20.4963 -23.2027 26.3661 -0.6829
H 15.4455 -25.1228 27.2601 0.2629
H 15.6852 -24.3667 25.5899 0.3141
H 15.6513 -23.4003 27.0194 0.0404
H 20.8834 -23.4535 25.3815 0.2704
H 21.2694 -23.4292 27.1064 0.2636
H 20.2989 -22.1450 26.5326 0.3180
C 14.0515 -20.6426 25.4983 -0.6269
O 13.1653 -21.5838 24.9203 -0.3160
C 11.8593 -21.2634 24.9696 0.8717
O 11.3643 -20.2651 25.3856 -0.5666
O 11.1157 -22.2813 24.5641 -0.2451
C 11.6421 -23.4211 23.8962 -0.5527
H 14.9273 -20.4633 24.8792 0.2837
H 14.3575 -20.9926 26.4852 0.0843
H 13.6189 -19.6544 25.6654 0.3833
H 12.1603 -23.0791 22.9977 0.3829
H 10.7928 -23.9900 23.5230 0.1831
H 12.2589 -24.0356 24.5480 0.1527
C 12.6716 -29.5623 24.4883 -0.3492
O 14.0453 -29.6430 24.8681 -0.4010
C 14.4726 -28.7270 25.7387 0.6306
O 13.8542 -27.7614 26.0877 -0.2961
O 15.7448 -28.9152 26.0865 -0.3256
C 16.3908 -30.1339 25.6936 -0.6805
H 12.1043 -29.7401 25.4023 -0.0292
H 12.4265 -30.3132 23.7458 0.2892
H 12.3771 -28.5859 24.1054 0.2576
H 15.8234 -31.0241 25.9619 0.2948
H 17.3362 -30.0948 26.2240 0.2405
H 16.5313 -30.1819 24.6144 0.2985
C 16.8702 -20.1776 28.6210 -0.4087
O 15.7392 -19.7832 29.3945 -0.4084
C 14.7959 -20.7042 29.5992 0.8199
O 14.8228 -21.8668 29.2602 -0.5347
O 13.7797 -20.0913 30.2024 -0.4035
C 12.6169 -20.8397 30.4944 0.2049
H 17.4007 -19.2703 28.3590 0.2813
H 16.5805 -20.7004 27.7056 0.0857
H 17.4533 -20.9144 29.1755 0.2815
H 12.8061 -21.9146 30.4880 -0.2906
H 11.8183 -20.6890 29.7764 0.0048
H 12.2605 -20.6505 31.5040 0.3392
C 4.3419 -18.0124 26.3818 -0.7776
O 5.0507 -19.2098 26.1837 -0.3472
C 6.3493 -19.2593 26.4403 0.8438
O 7.0362 -18.2994 26.6778 -0.5929
O 6.7408 -20.5154 26.2604 -0.2722
C 8.0974 -20.8157 26.6089 -0.4989
H 3.4981 -17.9975 25.6938 0.2790
H 4.8977 -17.1140 26.1030 0.3435
H 4.0085 -17.8993 27.4113 0.2894
H 8.7371 -19.9347 26.5769 0.5374
H 8.5020 -21.3009 25.7126 0.1646
H 8.2531 -21.5361 27.4056 -0.0876
C 7.7027 -26.6267 24.9924 -0.2060
O 7.3584 -27.9634 24.6934 -0.3730
C 6.2469 -28.4205 25.2685 0.8476
O 5.6253 -27.9020 26.1495 -0.4831
O 5.8794 -29.5112 24.5854 -0.3919
C 4.7938 -30.2689 25.0665 -0.6657
H 7.9131 -26.4534 26.0492 -0.0160
H 6.8760 -25.9505 24.7480 0.3512
H 8.5412 -26.2448 24.4150 0.1814
H 4.2038 -30.6707 24.2434 0.2585
H 4.0907 -29.7073 25.6824 0.2925
H 5.1898 -31.1067 25.6451 0.2746
C 5.3138 -23.5376 27.3845 0.7032
C 5.0144 -22.8062 28.7070 0.1473
C 3.5082 -22.5759 28.5842 -0.6051
O 3.0294 -23.7474 27.9560 -0.4982
C 4.0539 -24.3988 27.1987 -0.2835
H 6.2001 -24.1529 27.5281 -0.8118
H 5.4297 -22.7629 26.6277 0.3046
H 5.5874 -21.8773 28.6835 0.0569
H 5.3054 -23.4600 29.5297 -0.1155
H 3.3157 -21.7127 27.9322 0.2564
H 3.0094 -22.3894 29.5348 0.3319
H 3.8280 -24.5638 26.1441 0.3315
H 4.1471 -25.3635 27.7031 0.1345
O 9.4258 -30.5281 30.7403 -0.6371
C 10.0570 -30.0228 29.8561 0.4435
O 9.4666 -29.3440 28.8500 -0.3892
C 10.4873 -28.9061 27.9366 0.2827
C 11.7331 -29.6869 28.2507 -0.1771
C 11.5709 -30.0546 29.7296 -0.4270
H 10.6975 -27.8391 28.0343 -0.4175
H 10.1871 -29.0044 26.8911 0.5362
H 12.6190 -29.1005 28.0065 -0.0945
H 11.7876 -30.5714 27.6087 0.3887
H 12.0801 -29.3829 30.4151 0.1167
H 11.9277 -31.0657 29.9111 0.3961
O 11.1840 -26.7357 30.2091 -0.5574
C 11.7299 -26.0445 31.0280 0.3633
O 13.0294 -25.7515 30.8742 -0.2636
C 13.4628 -24.8564 31.8960 0.3082
C 12.5180 -25.1560 33.0823 -0.7764
C 11.2186 -25.5507 32.3878 -0.0244
H 13.3072 -23.8210 31.5953 -0.3917
H 14.5010 -25.0110 32.1716 0.3950
H 12.4286 -24.2331 33.6537 0.3971
H 12.8910 -25.9710 33.6998 0.2818
H 10.5425 -24.7003 32.3123 -0.1795
H 10.7046 -26.3921 32.8455 0.4417
O 8.8190 -24.0868 27.2479 -0.5893
C 9.9832 -24.2918 27.4851 0.5754
O 10.5739 -25.4325 27.1702 0.0205
C 11.9872 -25.3827 27.4772 -0.0206
C 12.2885 -23.9097 27.5885 1.4726
C 10.9785 -23.3655 28.1707 0.0528
H 12.5811 -25.8851 26.7179 0.3163
H 12.1238 -25.9105 28.4220 -0.5745
H 12.4689 -23.3948 26.6397 -1.2085
H 13.1262 -23.5933 28.2146 0.2925
H 10.7878 -22.3192 27.9461 0.3420
H 10.8868 -23.5243 29.2458 -0.3670
```

Values from the calculation:
- Kohn-Sham gap (Eh) = 0.3286
- SMILES = COC(=O)OC.COC(=O)OC.COC(=O)OC.COC(=O)OC.COC(=O)OC.COC(=O)OC.COC(=O)OC.COC(=O)OC.O=C1CCCO1.O=C1CCCO1.O=C1CCCO1.C1CCOC1
- DFT total energy (eV) = -106152.3110

=====

DFT (ωB97M-V/def2-TZVPD) results for a structure of composition C43H62BN13S2Ti.

XYZ file:
```
122
Properties=species:S:1:pos:R:3:mulliken_charge:R:1
Ti 0.0685 -0.1207 0.2608 -0.5371
C 2.1617 -1.4522 -3.6013 -1.0583
C 1.2143 -2.6158 -3.3782 0.4738
C 0.1039 -2.6355 -4.4429 -1.5370
C 0.6925 -2.9031 -1.9728 -0.1999
C 0.2164 -4.1947 -1.7244 -1.7710
C -0.0920 -4.2585 -0.3924 -0.0954
C -0.6535 -5.4467 0.3347 -0.0817
C -1.7643 -5.0479 1.3057 -0.6296
C 0.4290 -6.3423 0.9492 -1.1503
N 0.1875 -3.0447 0.1451 0.9142
N 0.6361 -2.1787 -0.8342 0.8486
B 0.7598 -2.8239 1.5806 0.1207
N 2.0460 -2.0208 1.3956 0.7581
N 1.9165 -0.6606 1.2661 1.0015
C 3.1525 -0.1458 1.5305 -0.0507
C 4.0451 -1.1907 1.7286 -1.2528
C 3.3134 -2.3656 1.6261 0.4602
C 3.7868 -3.7870 1.6164 1.5002
C 4.0732 -4.1905 0.1630 -1.4486
C 5.0084 -3.9832 2.5067 -1.8145
C 3.5489 1.3007 1.6588 1.4855
C 4.9727 1.5405 1.1440 -1.7955
C 3.4971 1.7141 3.1386 -1.7912
N -0.1235 -2.0157 2.5596 0.9773
N -0.6912 -0.7841 2.2549 0.6372
C -1.3174 -0.3655 3.3906 -0.1128
C -1.0797 -1.2928 4.3936 -1.5645
C -0.3064 -2.2984 3.8676 -0.0708
C 0.2673 -3.4096 4.7174 0.2899
C -0.3107 -4.8010 4.4702 -1.5578
C 1.7963 -3.4161 4.7579 -1.2539
C -2.2422 0.7919 3.7608 0.0495
C -1.5700 1.7988 4.7045 -1.3993
C -3.0414 1.5077 2.6893 -1.5271
H 2.5079 -1.4766 -4.6353 0.5674
H 3.0393 -1.5258 -2.9609 0.2823
H 1.6933 -0.4801 -3.4506 0.0007
H 1.8110 -3.5139 -3.5623 0.7183
H -0.3890 -1.6664 -4.5461 0.3236
H -0.6557 -3.3880 -4.2319 0.3555
H 0.5391 -2.8650 -5.4149 0.5134
H 0.1442 -4.9978 -2.4399 0.6634
H -1.1199 -6.0389 -0.4572 0.5948
H -1.4199 -4.3362 2.0554 -0.2239
H -2.1416 -5.9224 1.8357 0.4154
H -2.6044 -4.6020 0.7672 0.3216
H 0.8740 -5.9130 1.8444 -0.0484
H 1.2293 -6.5301 0.2322 0.3398
H -0.0070 -7.3030 1.2222 0.4858
H 0.9533 -3.8774 2.0779 -0.9686
H 5.0961 -1.1026 1.9406 0.6428
H 2.9734 -4.4215 1.9719 -0.5508
H 4.8695 -3.5740 -0.2591 0.3359
H 3.1815 -4.0780 -0.4601 0.1469
H 4.3938 -5.2315 0.1168 0.4594
H 5.8602 -3.4111 2.1344 0.3907
H 5.3004 -5.0327 2.5154 0.4221
H 4.8133 -3.6736 3.5337 0.3479
H 2.8682 1.9276 1.0872 -0.7787
H 5.7104 1.1153 1.8256 0.4465
H 5.1657 2.6116 1.0867 0.4165
H 5.1469 1.1080 0.1601 0.4299
H 4.2571 1.1675 3.6991 0.4245
H 2.5303 1.5136 3.5938 0.3089
H 3.7106 2.7795 3.2316 0.4585
H -1.4459 -1.2329 5.4051 0.7113
H -0.0620 -3.1160 5.7171 0.6624
H 0.0417 -5.2284 3.5340 0.2232
H -1.4010 -4.7876 4.4544 0.3694
H 0.0042 -5.4662 5.2744 0.5429
H 2.2200 -3.9129 3.8882 0.0741
H 2.1308 -3.9622 5.6400 0.5851
H 2.2051 -2.4053 4.8150 0.2781
H -2.9824 0.2673 4.3717 0.6934
H -0.9069 2.4775 4.1713 0.2928
H -0.9942 1.2980 5.4817 0.4225
H -2.3404 2.3980 5.1902 0.4476
H -2.4222 2.1840 2.1055 0.2277
H -3.8094 2.1101 3.1755 0.6195
H -3.5674 0.8041 2.0357 0.2581
S 1.1347 6.0983 -4.0942 0.1922
N 2.1486 4.9114 -3.7036 -0.6679
C 1.4620 4.0576 -2.9606 0.6627
C 1.9806 2.8293 -2.3962 0.3988
C 3.2825 2.3705 -2.6072 -0.9638
C 3.6482 1.1668 -2.0564 -1.6068
C 2.7357 0.4644 -1.2766 -1.4702
N 1.5032 0.9045 -1.0299 1.9782
C 1.1208 2.0696 -1.6093 0.0093
C -0.2576 2.4716 -1.3918 -0.9619
N -0.9894 1.6644 -0.5966 2.0547
C -2.2575 1.9931 -0.3857 -1.3027
C -2.8580 3.1225 -0.9316 -1.6903
C -2.1133 3.9582 -1.7311 -1.1054
C -0.7811 3.6268 -1.9719 0.5278
C 0.1176 4.4403 -2.7624 0.4493
N -0.1976 5.5805 -3.3569 -0.6642
H 3.9652 2.9579 -3.2074 0.6439
H 4.6314 0.7488 -2.2188 0.7658
H 2.9992 -0.4909 -0.8504 0.6910
H -2.8310 1.3470 0.2525 0.6447
H -3.8954 3.3275 -0.7079 0.5927
H -2.5295 4.8579 -2.1648 0.5984
N -1.9333 -1.1585 0.0535 -0.0169
C -2.6325 -1.7069 -1.1378 -0.8682
C -3.1695 -0.6152 -2.0405 -0.8360
C -2.0770 0.0819 -2.8600 -0.5844
N -0.7310 -0.2292 -2.3368 -0.3140
H -1.7320 -1.9493 0.6622 0.2846
H -2.5943 -0.6110 0.6030 0.1389
H -3.4584 -2.3284 -0.7858 0.6905
H -1.9389 -2.3734 -1.6498 0.1948
H -3.7197 0.1019 -1.4261 0.2049
H -3.9139 -1.0482 -2.7081 0.5716
H -2.2164 1.1629 -2.8579 0.1636
H -2.1462 -0.2331 -3.9042 0.7875
H -0.0609 0.3450 -2.8361 0.3527
H -0.5069 -1.1773 -2.5997 -0.3812
S 0.3294 1.6839 1.9373 0.4781
C 0.7386 3.1385 1.1959 0.5420
N 1.0279 4.1449 0.7070 -0.6517
```

Values from the calculation:
- relative energy (zero: lowest compared OMol25 entry of this formula, charge and spin) (kJ/mol) = 84.7
- charge = +2
- Kohn-Sham gap (Eh) = 0.2568
- DFT total energy (eV) = -110424.0997

=====

DFT (ωB97M-V/def2-TZVPD) results for a structure of composition C5H6O2.

XYZ file:
```
13
Properties=species:S:1:pos:R:3:mulliken_charge:R:1
C -0.9984 -0.5751 0.7457 -0.6481
O -0.3916 0.6005 1.2638 -0.3851
C 0.0036 1.4395 0.1587 -0.4110
C 1.5355 -0.3049 -0.7090 -0.3038
O 1.0191 -1.5486 -0.5021 -0.4073
C -0.3102 -0.8884 -0.5720 0.1874
C 0.4066 0.4149 -0.8603 0.0601
H -2.0702 -0.3903 0.5508 0.3035
H -0.9126 -1.3837 1.4757 0.3113
H 0.8530 2.0180 0.5319 0.2825
H 2.5953 -0.0734 -0.6348 0.3810
H -0.9161 -1.4224 -1.3052 0.3743
H -0.8138 2.1138 -0.1430 0.2551
```

Values from the calculation:
- relative energy (zero: lowest compared OMol25 entry of this formula, charge and spin) (kJ/mol) = 310.1
- Kohn-Sham gap (Eh) = 0.3644
- DFT total energy (eV) = -9373.8816

=====

DFT (ωB97M-V/def2-TZVPD) results for a structure of composition C19H16MnN4O3.

XYZ file:
```
43
Properties=species:S:1:pos:R:3:mulliken_charge:R:1
Mn -0.8602 -1.4326 0.0361 0.2646
O 2.5519 -2.0345 1.7125 -0.4654
C 1.3925 -1.9083 1.5280 0.3879
O 0.8349 -1.7006 0.2946 -0.7509
C 0.2880 -1.9798 2.5364 0.7428
C 0.4918 -2.2589 3.8675 -0.7024
C -0.6176 -2.3407 4.6999 -0.3596
C -1.8781 -2.1367 4.1597 -0.8184
C -2.0023 -1.8540 2.8106 0.2930
N -0.9348 -1.7694 2.0042 0.0807
H 1.5027 -2.4124 4.2216 0.5307
H -0.5001 -2.5673 5.7510 0.4753
H -2.7677 -2.2004 4.7701 0.4710
H -2.9712 -1.6923 2.3697 0.0890
C -4.2505 -1.1970 0.1733 -1.0659
C -2.8376 -1.4017 -0.1666 1.0044
O -2.2757 -1.6244 -1.2044 -0.2958
H -4.7392 -2.1783 0.1261 0.4141
H -4.6967 -0.5667 -0.6008 0.4107
H -4.3787 -0.7656 1.1604 0.4106
C -0.7020 2.6452 0.9659 -0.9400
C -0.9320 1.2974 1.0732 -0.2665
N -0.8078 0.4952 -0.0089 0.4299
C -0.4243 0.9994 -1.1889 0.3780
C -0.1462 2.3498 -1.3652 -0.0810
C -0.3109 3.1740 -0.2612 -0.2212
C 0.2950 2.8801 -2.6720 -0.9684
C 1.3341 2.4833 -3.4070 -0.5888
C 2.3353 1.4354 -3.1363 1.0392
C 3.4351 1.3270 -3.9736 -0.7854
C 4.3727 0.3502 -3.6704 -0.1857
N 4.2403 -0.4509 -2.6213 -0.5067
C 3.1519 -0.2681 -1.8849 -0.1545
N 2.1824 0.6183 -2.0817 -0.2490
H -0.8148 3.2776 1.8348 0.4496
H -1.2255 0.8321 2.0016 0.4783
H -0.3132 0.3070 -2.0162 0.4710
H -0.1101 4.2341 -0.3521 0.5679
H -0.2844 3.7241 -3.0303 0.4737
H 1.5108 3.0383 -4.3209 0.3300
H 3.5639 1.9823 -4.8234 0.3934
H 5.2536 0.2094 -4.2857 0.4300
H 3.0448 -0.9199 -1.0257 0.3898
```

Values from the calculation:
- relative energy (zero: lowest compared OMol25 entry of this formula, charge and spin) (kJ/mol) = 26.5
- ⟨S²⟩ = 0.968
- charge = +2
- Kohn-Sham gap (spin up / spin down) (Eh) = 0.1943 / 0.2241
- DFT total energy (eV) = -63367.8297
- multiplicity = 2

=====

Question: Number 1 is which compound?
Answer: C4H8N2

=====

Question: Number 4 is which compound?
Answer: C5H6O2

=====

Question: DFT total energy of number 2 (C40H74O31)?
Answer: -106152.3110 eV

=====

Question: Which of these has the highest DFT total energy?
Answer: C4H8N2